(1)
DFT (the ωB97M-V functional and the def2-TZVPD basis) results for C15H11IN2O2Tl as an isolated structure.

```
32
Properties=species:S:1:pos:R:3:nbo_charge:R:1
Tl -0.033 -0.623 2.766 0.5090
I -1.598 -2.580 0.831 0.1751
C -2.777 -0.986 0.042 -0.0853
C -3.858 -1.370 -0.703 -0.2912
C -4.670 -0.393 -1.307 -0.2294
C -4.360 0.926 -1.151 -0.1878
C -3.243 1.329 -0.380 -0.0904
C -2.950 2.703 -0.235 -0.2260
C -1.872 3.095 0.505 -0.2094
C -1.066 2.132 1.142 -0.2907
C -1.290 0.770 1.082 -0.3475
C -2.405 0.364 0.273 -0.0683
H -4.084 -2.420 -0.829 0.2151
H -5.532 -0.700 -1.888 0.2008
H -4.969 1.697 -1.612 0.1951
H -3.602 3.426 -0.715 0.1903
H -1.644 4.151 0.613 0.1938
H -0.218 2.495 1.719 0.1994
C 4.026 -2.090 -1.650 -0.3882
N 3.651 -1.323 -0.481 -0.4398
C 4.537 -0.541 0.184 0.0641
C 4.174 0.165 1.267 -0.3998
C 2.800 0.061 1.735 0.6074
O 2.394 0.727 2.703 -0.6910
N 1.949 -0.783 1.082 -0.6857
C 2.303 -1.458 -0.029 0.7625
O 1.581 -2.189 -0.697 -0.6861
H 5.077 -1.912 -1.877 0.1816
H 3.412 -1.804 -2.504 0.2104
H 3.861 -3.153 -1.474 0.2076
H 5.545 -0.517 -0.213 0.1876
H 4.863 0.800 1.801 0.2173
```

Computed properties:
charge: -1
strongest force on any atom: 0.0130 hartree/bohr
LUMO level: 2.738 eV

(2)
DFT (the ωB97M-V functional and the def2-TZVPD basis) results for C15H12Cl5N4ORuS3 as an isolated structure.

```
41
Properties=species:S:1:pos:R:3:mulliken_spin:R:1
Ru 0.580 -0.526 1.500 3.4626
Cl -5.026 -4.709 -1.118 0.0018
C -3.649 -3.722 -0.821 0.0140
C -3.582 -2.936 0.325 -0.0054
Cl -4.879 -2.938 1.455 0.0002
C -2.464 -2.146 0.557 0.0009
Cl -2.367 -1.160 1.992 0.0221
C -1.374 -2.103 -0.331 -0.0116
O -0.328 -1.354 -0.143 0.0886
C -1.474 -2.903 -1.487 0.0250
Cl -0.160 -2.849 -2.597 0.0016
C -2.586 -3.697 -1.727 -0.0062
Cl -2.659 -4.659 -3.150 -0.0002
S 3.118 -0.520 0.560 0.3935
C 3.325 -1.568 1.853 -0.0203
S 2.031 -2.024 2.852 0.1161
C 4.656 -2.090 2.112 0.3569
C 5.763 -1.732 1.311 -0.0362
N 6.687 -1.445 0.684 0.2249
C 4.898 -2.978 3.182 -0.0268
N 5.101 -3.711 4.050 0.2340
C -2.621 2.572 -1.927 0.0034
C -2.036 1.347 -1.237 -0.0017
N -1.568 1.615 0.121 0.0236
C -0.332 1.989 0.452 0.0321
S 0.179 1.847 2.106 0.0924
N 0.479 2.446 -0.496 0.0146
C 1.868 2.856 -0.292 -0.0025
C 1.987 4.312 0.122 -0.0006
H -2.951 2.311 -2.933 -0.0002
H -1.897 3.384 -2.009 -0.0004
H -3.479 2.952 -1.372 -0.0006
H -1.213 0.908 -1.808 0.0005
H -2.789 0.564 -1.151 0.0003
H -2.109 1.243 0.885 0.0006
H 0.110 2.520 -1.430 -0.0006
H 2.388 2.672 -1.233 0.0011
H 2.302 2.200 0.460 0.0018
H 1.555 4.973 -0.631 0.0002
H 3.037 4.576 0.244 -0.0004
H 1.477 4.483 1.070 0.0011
```

Computed properties:
energy above the lowest of the compared OMol25 structures with the same formula, charge and spin: 6.40 kcal/mol
strongest force on any atom: 0.0069 hartree/bohr
2S+1: 6
LUMO level (alpha / beta): -0.334 / -3.429 eV

(3)
DFT (the ωB97M-V functional and the def2-TZVPD basis) results for C15H12Cl5N4ORuS3 as an isolated structure.

```
41
Properties=species:S:1:pos:R:3:mulliken_spin:R:1
Ru -0.288 -0.363 0.437 3.7538
Cl 5.612 -0.015 4.779 0.0026
C 4.054 -0.033 4.050 0.0203
C 3.932 -0.024 2.667 -0.0153
Cl 5.324 0.002 1.659 0.0007
C 2.666 -0.039 2.096 -0.0241
Cl 2.491 -0.008 0.356 0.0479
C 1.495 -0.065 2.857 0.0285
O 0.289 -0.081 2.328 0.1869
C 1.643 -0.075 4.256 0.0378
Cl 0.214 -0.112 5.208 0.0029
C 2.900 -0.059 4.840 -0.0105
Cl 3.045 -0.073 6.551 -0.0003
S -2.556 0.472 0.496 0.3840
C -2.005 1.647 -0.676 0.0163
S -0.285 1.600 -0.972 0.3286
C -2.839 2.519 -1.306 0.0181
C -4.242 2.532 -1.022 -0.0194
N -5.370 2.540 -0.799 0.0179
C -2.332 3.408 -2.307 -0.0204
N -1.908 4.096 -3.126 0.0177
C 1.016 -3.211 -4.481 0.0030
C 1.044 -1.936 -3.653 -0.0012
N 0.860 -2.172 -2.224 0.0473
C -0.300 -2.465 -1.622 -0.0073
S -0.271 -2.804 0.083 0.1578
N -1.423 -2.434 -2.320 0.0310
C -2.772 -2.680 -1.791 0.0092
C -3.148 -4.147 -1.859 0.0003
H 1.151 -2.978 -5.537 -0.0005
H 0.071 -3.745 -4.372 -0.0007
H 1.817 -3.884 -4.177 0.0002
H 0.294 -1.212 -3.985 0.0028
H 1.998 -1.423 -3.757 0.0006
H 1.674 -2.331 -1.651 -0.0046
H -1.360 -2.203 -3.299 -0.0012
H -3.445 -2.059 -2.380 0.0006
H -2.802 -2.299 -0.772 -0.0108
H -3.108 -4.520 -2.883 0.0000
H -4.162 -4.289 -1.488 0.0004
H -2.475 -4.745 -1.244 -0.0007
```

Computed properties:
energy above the lowest of the compared OMol25 structures with the same formula, charge and spin: 0.00 kcal/mol
strongest force on any atom: 0.0148 hartree/bohr
2S+1: 6
LUMO level (alpha / beta): -0.245 / -2.028 eV

(4)
DFT (the ωB97M-V functional and the def2-TZVPD basis) results for C15H12Cl5O5PdSe as an isolated structure at a distorted geometry.

```
39
Properties=species:S:1:pos:R:3:nbo_charge:R:1
Pd 0.535 -0.608 -0.029 1.0498
C 0.878 1.035 4.377 -0.7015
C 0.336 1.147 3.004 0.3072
C -0.957 0.413 2.713 -0.0585
C -1.642 0.813 1.426 0.3141
C -3.033 0.341 1.240 -0.6943
C -0.942 1.482 0.470 -0.3962
C 0.354 2.005 0.752 0.2722
C 1.061 2.783 -0.298 -0.6908
C 0.911 1.915 2.044 -0.3395
H 0.831 0.009 4.745 0.2878
H 0.250 1.639 5.042 0.2674
H 1.901 1.399 4.437 0.2508
H -1.623 0.562 3.571 0.2493
H -3.681 0.851 1.958 0.2687
H -3.094 -0.726 1.469 0.2850
H -3.398 0.527 0.233 0.2499
H -1.384 1.672 -0.500 0.2769
H 2.142 2.705 -0.193 0.2585
H 0.798 3.839 -0.162 0.2846
H 0.749 2.489 -1.298 0.2570
H 1.852 2.412 2.240 0.2524
Cl 1.068 -3.117 -6.699 0.1110
C 0.674 -2.288 -5.284 -0.1113
C 1.407 -2.550 -4.097 -0.0619
Cl 2.677 -3.686 -4.114 0.0995
C 1.090 -1.880 -2.945 -0.1925
Cl 1.978 -2.174 -1.502 0.1466
C 0.019 -0.915 -2.915 0.4015
O -0.314 -0.290 -1.886 -0.6610
C -0.693 -0.661 -4.147 -0.1601
Cl -1.939 0.491 -4.106 0.0760
C -0.374 -1.338 -5.298 -0.0594
Cl -1.232 -1.043 -6.743 0.1043
O -0.843 -1.006 2.506 -0.7699
Se 0.688 -1.977 2.554 2.7301
O 1.018 -2.215 4.088 -0.9300
O 1.674 -0.895 1.780 -1.0244
O 0.261 -3.157 1.569 -0.9490
```

Computed properties:
charge: +1
energy above the lowest of the compared OMol25 structures with the same formula, charge and spin: 16.76 kcal/mol
strongest force on any atom: 0.0992 hartree/bohr
LUMO level (alpha / beta): -6.518 / -6.754 eV

(5)
DFT (the ωB97M-V functional and the def2-TZVPD basis) results for C15H12FN4O7PtS2 as an isolated structure at a distorted geometry.

```
42
Properties=species:S:1:pos:R:3:nbo_charge:R:1
Pt -0.457 0.785 1.500 0.8360
N -1.709 -1.011 -0.623 -0.7711
C -2.529 0.006 -1.018 0.2039
C -3.757 -0.274 -1.595 -0.2724
C -4.543 0.715 -2.195 -0.1741
C -4.109 2.011 -2.259 -0.2507
C -2.893 2.357 -1.635 -0.0892
C -2.399 3.683 -1.670 -0.1205
C -1.234 3.997 -1.040 -0.2685
C -0.601 3.002 -0.275 0.0874
N -1.043 1.768 -0.207 -0.4404
C -2.133 1.382 -0.947 0.1908
H -0.861 -0.780 -0.118 0.4065
H -2.167 -1.817 -0.226 0.3993
H -4.083 -1.307 -1.619 0.2102
H -5.489 0.434 -2.642 0.2080
H -4.682 2.778 -2.764 0.2036
H -2.965 4.435 -2.207 0.2110
H -0.820 4.994 -1.058 0.2225
H 0.277 3.216 0.321 0.2447
F 6.341 -3.094 -0.015 -0.3092
C 5.023 -2.841 -0.080 0.2009
C 4.443 -1.995 0.778 0.0304
N 3.099 -1.732 0.756 -0.3980
C 2.525 -0.720 1.633 -0.3334
C 2.563 0.658 0.947 0.7754
O 3.633 1.011 0.470 -0.6793
O 1.491 1.359 0.973 -0.7786
C 2.288 -2.253 -0.228 0.7944
O 1.113 -1.975 -0.346 -0.6285
N 2.919 -3.144 -1.081 -0.6255
C 4.261 -3.510 -1.119 0.5958
O 4.686 -4.292 -1.943 -0.5949
H 5.018 -1.476 1.531 0.2369
H 3.171 -0.652 2.508 0.2179
H 1.534 -1.026 1.956 0.2595
H 2.327 -3.537 -1.797 0.4280
O -0.170 -0.148 3.318 -0.9593
S -1.680 -0.397 3.555 2.1964
O -2.199 -1.346 2.599 -0.9986
O -1.916 -0.708 4.939 -0.9604
S -2.271 1.444 2.921 -0.5069
```

Computed properties:
charge: -1
energy above the lowest of the compared OMol25 structures with the same formula, charge and spin: 0.00 kcal/mol
strongest force on any atom: 0.0404 hartree/bohr
LUMO level: 1.958 eV

(6)
DFT (the ωB97M-V functional and the def2-TZVPD basis) results for C15H12FN4O7PtS2 as an isolated structure at a distorted geometry.

```
42
Properties=species:S:1:pos:R:3:nbo_charge:R:1
Pt -0.605 1.253 0.754 0.9622
N 2.144 0.041 0.197 -0.7710
C 2.269 -0.215 1.530 0.1950
C 3.522 -0.276 2.116 -0.2599
C 3.710 -0.722 3.427 -0.1782
C 2.655 -1.149 4.184 -0.2483
C 1.352 -1.060 3.651 -0.0912
C 0.223 -1.494 4.385 -0.1069
C -1.023 -1.391 3.852 -0.2722
C -1.173 -0.756 2.608 0.0915
N -0.147 -0.321 1.906 -0.4386
C 1.140 -0.530 2.358 0.1915
H 1.222 0.203 -0.190 0.4086
H 2.819 0.689 -0.178 0.3950
H 4.383 -0.012 1.514 0.2075
H 4.716 -0.759 3.827 0.2075
H 2.790 -1.542 5.183 0.2037
H 0.377 -1.912 5.372 0.2094
H -1.904 -1.723 4.381 0.2222
H -2.147 -0.574 2.176 0.2536
F -2.727 -1.252 -6.399 -0.3083
C -1.948 -0.938 -5.352 0.2032
C -2.403 -0.173 -4.353 0.0276
N -1.619 0.181 -3.286 -0.3975
C -2.194 0.914 -2.160 -0.3306
C -2.692 -0.075 -1.085 0.7735
O -3.491 -0.922 -1.462 -0.6810
O -2.281 0.072 0.119 -0.7725
C -0.343 -0.317 -3.141 0.7975
O 0.354 -0.104 -2.173 -0.6317
N 0.102 -1.081 -4.208 -0.6244
C -0.595 -1.468 -5.345 0.5951
O -0.090 -2.166 -6.199 -0.5941
H -3.415 0.202 -4.343 0.2361
H -3.073 1.436 -2.538 0.2156
H -1.475 1.649 -1.805 0.2578
H 1.039 -1.442 -4.112 0.4287
O -0.825 3.118 -0.145 -0.9655
S 0.207 3.676 0.876 2.1556
O 1.400 2.827 0.701 -1.0141
O 0.420 5.090 0.770 -0.9497
S -0.674 3.023 2.588 -0.6026
```

Computed properties:
charge: -1
energy above the lowest of the compared OMol25 structures with the same formula, charge and spin: 23.65 kcal/mol
strongest force on any atom: 0.0241 hartree/bohr
LUMO level (alpha / beta): 1.951 / 1.951 eV

(7)
DFT (the ωB97M-V functional and the def2-TZVPD basis) results for an isolated molecule of C15H12N2O4S at a distorted geometry.

```
34
Properties=species:S:1:pos:R:3:nbo_charge:R:1
C -0.963 -1.340 -4.494 -0.6495
C -0.225 -0.151 -3.974 0.1113
C -0.100 0.980 -4.703 -0.3476
C 0.609 2.152 -4.230 0.7389
O 0.744 3.181 -4.842 -0.5578
O 1.167 2.070 -2.977 -0.4735
C 1.065 0.957 -2.224 0.4279
C 1.673 0.984 -0.976 -0.3172
C 1.611 -0.126 -0.144 0.3266
O 2.235 0.005 1.063 -0.4966
C 2.311 -1.122 1.907 -0.1693
C 0.965 -1.525 2.528 0.6509
O 0.705 -2.651 2.852 -0.5397
N 0.141 -0.438 2.669 -0.6365
C -1.136 -0.448 3.169 0.2499
N -1.792 -1.465 3.578 -0.4404
C -3.029 -1.124 4.010 -0.0362
C -3.337 0.194 3.930 -0.4506
S -2.013 1.086 3.277 0.3402
C 0.925 -1.269 -0.564 -0.3263
C 0.326 -1.290 -1.802 -0.1334
C 0.378 -0.190 -2.663 -0.2041
H -1.796 -1.586 -3.838 0.2297
H -1.349 -1.142 -5.490 0.2282
H -0.302 -2.205 -4.540 0.2293
H -0.527 1.071 -5.689 0.2321
H 2.199 1.868 -0.658 0.2395
H 2.987 -0.830 2.718 0.2256
H 2.740 -1.990 1.395 0.2121
H 0.502 0.458 2.363 0.4221
H -3.676 -1.897 4.381 0.2152
H -4.241 0.695 4.208 0.2429
H 0.848 -2.137 0.071 0.2354
H -0.199 -2.181 -2.110 0.2208
```

Computed properties:
SMILES string: Cc1cc(=O)oc2cc(OCC(=O)Nc3nccs3)ccc12
energy above the lowest of the compared OMol25 structures with the same formula, charge and spin: 0.00 kcal/mol
strongest force on any atom: 0.0232 hartree/bohr
LUMO level: -0.034 eV

(8)
DFT (the ωB97M-V functional and the def2-TZVPD basis) results for C15H12N2O4W as an isolated structure at a distorted geometry.

```
34
Properties=species:S:1:pos:R:3:mulliken_charge:R:1
W 0.485 -0.055 0.806 1.4375
C 1.857 -4.081 2.605 -0.6483
O 1.269 -4.697 1.476 -0.3806
C 0.635 -4.165 0.430 0.2648
C 0.201 -5.126 -0.495 -0.4325
C -0.472 -4.778 -1.642 -0.8720
C -0.739 -3.449 -1.912 -0.9319
C -0.341 -2.431 -1.042 1.1393
C -0.722 -1.095 -1.525 0.1907
N -0.416 -0.076 -0.826 0.3906
N -0.635 1.322 -1.021 -1.1254
C -0.181 2.183 -0.080 0.8087
O 0.658 1.762 1.306 -0.4646
C -0.321 3.587 -0.146 0.4788
C -0.970 4.202 -1.234 -0.2429
C -1.090 5.575 -1.272 -0.7139
C -0.570 6.355 -0.235 -0.3052
C 0.073 5.754 0.846 -0.7591
C 0.200 4.380 0.896 -0.2490
C 0.374 -2.801 0.180 0.6365
O 0.976 -1.855 1.390 -0.6979
H 2.277 -4.871 3.228 0.3014
H 1.109 -3.546 3.194 0.2823
H 2.670 -3.414 2.309 0.2702
H 0.403 -6.171 -0.299 0.4893
H -0.792 -5.544 -2.333 0.4348
H -1.270 -3.207 -2.824 0.3768
H -1.252 -0.974 -2.468 0.5115
H -1.378 3.616 -2.046 0.4311
H -1.587 6.047 -2.107 0.4261
H -0.667 7.432 -0.271 0.4305
H 0.473 6.362 1.645 0.4301
H 0.701 3.927 1.741 0.4925
O -0.962 -0.166 1.727 -0.4004
```

Computed properties:
charge: +2
strongest force on any atom: 0.1663 hartree/bohr
LUMO level: -9.887 eV

- strongest force on any atom of number 3 (C15H12Cl5N4ORuS3)?
  0.0148 hartree/bohr

Please write out number 2 again, unchanged.
DFT (the ωB97M-V functional and the def2-TZVPD basis) results for C15H12Cl5N4ORuS3 as an isolated structure.

```
41
Properties=species:S:1:pos:R:3:mulliken_spin:R:1
Ru 0.580 -0.526 1.500 3.4626
Cl -5.026 -4.709 -1.118 0.0018
C -3.649 -3.722 -0.821 0.0140
C -3.582 -2.936 0.325 -0.0054
Cl -4.879 -2.938 1.455 0.0002
C -2.464 -2.146 0.557 0.0009
Cl -2.367 -1.160 1.992 0.0221
C -1.374 -2.103 -0.331 -0.0116
O -0.328 -1.354 -0.143 0.0886
C -1.474 -2.903 -1.487 0.0250
Cl -0.160 -2.849 -2.597 0.0016
C -2.586 -3.697 -1.727 -0.0062
Cl -2.659 -4.659 -3.150 -0.0002
S 3.118 -0.520 0.560 0.3935
C 3.325 -1.568 1.853 -0.0203
S 2.031 -2.024 2.852 0.1161
C 4.656 -2.090 2.112 0.3569
C 5.763 -1.732 1.311 -0.0362
N 6.687 -1.445 0.684 0.2249
C 4.898 -2.978 3.182 -0.0268
N 5.101 -3.711 4.050 0.2340
C -2.621 2.572 -1.927 0.0034
C -2.036 1.347 -1.237 -0.0017
N -1.568 1.615 0.121 0.0236
C -0.332 1.989 0.452 0.0321
S 0.179 1.847 2.106 0.0924
N 0.479 2.446 -0.496 0.0146
C 1.868 2.856 -0.292 -0.0025
C 1.987 4.312 0.122 -0.0006
H -2.951 2.311 -2.933 -0.0002
H -1.897 3.384 -2.009 -0.0004
H -3.479 2.952 -1.372 -0.0006
H -1.213 0.908 -1.808 0.0005
H -2.789 0.564 -1.151 0.0003
H -2.109 1.243 0.885 0.0006
H 0.110 2.520 -1.430 -0.0006
H 2.388 2.672 -1.233 0.0011
H 2.302 2.200 0.460 0.0018
H 1.555 4.973 -0.631 0.0002
H 3.037 4.576 0.244 -0.0004
H 1.477 4.483 1.070 0.0011
```

Computed properties:
energy above the lowest of the compared OMol25 structures with the same formula, charge and spin: 6.40 kcal/mol
strongest force on any atom: 0.0069 hartree/bohr
2S+1: 6
LUMO level (alpha / beta): -0.334 / -3.429 eV